DFT (wB97M-V/def2-TZVPD) results for a cluster of 3 separate species, C4H6O2 in total at a distorted geometry.

Geometry as XYZ:
```
12
Properties=species:S:1:pos:R:3:nbo_charge:R:1
O 3.041 1.858 0.372 -0.499
C 2.330 1.311 -0.325 0.499
C 0.169 -1.445 -0.618 -0.382
C -0.711 -1.559 0.371 -0.405
C -0.939 1.454 0.168 0.285
O -0.137 1.914 0.943 -0.523
H -0.075 -1.724 -1.641 0.195
H 1.168 -1.052 -0.451 0.202
H -1.716 -1.940 0.205 0.195
H -0.460 -1.273 1.390 0.201
H -1.947 1.129 0.494 0.113
H -0.723 1.329 -0.909 0.118
```

Calculated values
- Relative energy (zero: lowest compared OMol25 entry of this formula, charge and spin): 231.9 kJ/mol
- Lowest unoccupied orbital energy: 0.9214 eV
- Highest occupied orbital energy: -0.3733 Ha
- Orbital gap: 11.08 eV
- Strongest force on any atom: 1.49 eV/Å